30
Properties=species:S:1:pos:R:3:forces:R:3:mulliken_charge:R:1 method="wB97M-V/def2-TZVPD" e_above_lowest_kcal_mol=69.8 e_homo_ev=-11.75 total_energy_ha=-1010.74833 total_charge=+1
C -1.99524 1.62191 -1.58544 -1.1 1.3 1.9 -0.518
C 1.42600 -1.24051 -2.95173 1.5 1.2 0.8 -0.581
C 0.35655 0.52216 3.75732 -5.9 0.4 1.2 -0.737
C -1.25642 -2.24755 0.93573 -4.1 2.2 -1.5 -0.797
C 0.92654 0.38625 0.06341 -1.0 0.2 -2.0 -1.135
C -0.26877 0.25882 -2.19542 -1.3 -2.7 2.0 0.511
N 1.44982 1.77556 -0.02381 1.1 -1.6 1.1 -0.161
O -0.79352 1.62480 1.52047 -1.1 1.7 -0.1 -0.894
O -0.73429 1.46134 -2.19440 1.1 -0.4 -1.2 -0.340
O 0.71563 0.00342 -2.99997 -0.7 1.9 0.9 -0.270
O 0.38313 -0.39765 2.66304 -1.6 0.8 -2.1 -0.416
O -1.30932 -0.83230 0.73228 1.1 2.3 0.8 -0.318
P -0.28339 0.27875 1.33183 1.6 -4.1 -1.1 0.936
H -1.87418 1.50639 -0.42585 -0.8 0.0 -2.4 0.230
H -2.79305 1.16636 -2.15131 0.0 -1.8 0.4 0.361
H -2.34918 2.60058 -1.87673 0.8 1.0 0.7 0.283
H 2.23389 -0.96802 -3.74673 -1.4 -1.7 1.6 0.254
H 0.66502 -1.96233 -3.07956 -0.2 -1.4 -1.2 0.363
H 1.77479 -1.46143 -1.87835 0.1 0.7 -1.7 0.226
H -0.13949 1.55724 3.49565 1.5 -2.0 0.4 0.317
H 1.31895 0.53193 4.04861 3.0 0.6 1.7 0.311
H -0.41567 0.06495 4.54700 2.1 1.0 -1.3 0.234
H -0.56880 -2.65631 0.33160 2.8 -1.5 -2.3 0.325
H -2.27139 -2.47035 0.47574 1.1 -0.8 1.5 0.255
H -0.99928 -2.40824 1.91319 -0.2 -1.0 2.6 0.378
H 1.66645 -0.31355 -0.19742 0.7 -1.0 0.2 0.933
H -1.01799 -0.62882 -1.77368 2.2 2.2 -1.1 0.242
H 2.44513 1.77466 0.29005 -1.3 0.7 1.1 0.315
H 1.55695 2.27776 -0.85909 -0.6 0.2 -2.5 0.273
H 0.62021 2.15538 0.44481 0.6 1.7 1.4 0.419

130
Properties=species:S:1:pos:R:3:forces:R:3:lowdin_spin:R:1 method="wB97M-V/def2-TZVPD" s2=3.763 e_above_lowest_kcal_mol=0.0 e_homo_ev="-8.27 / -8.27" total_energy_ha=-4452.41845 total_charge=0 multiplicity=4
O 2.15655 -0.21135 -0.31773 -3.5 -1.6 -1.4 0.000
C 1.06831 -0.57239 -0.76967 2.4 0.8 0.7 0.000
Cl -0.23540 0.73960 -0.87449 0.7 -1.2 0.1 0.000
C 0.66771 -2.00449 -1.30572 -1.2 1.1 0.5 0.000
Si 2.09928 -3.11332 -1.91952 0.9 -0.9 -0.1 0.000
C 3.63524 -3.12982 -0.73592 0.8 -0.9 0.0 0.000
C 5.04201 -3.05081 -1.54531 -0.2 0.6 1.2 0.000
C 5.63321 -1.55589 -1.29130 -0.5 0.1 -1.1 0.000
S 7.13247 -1.77488 -0.22530 -0.3 1.8 0.5 0.000
C 7.56402 -0.20603 0.62966 0.9 0.6 0.9 0.000
S 9.07241 -0.19482 1.40541 -1.8 -0.5 -1.3 0.000
N 6.69736 0.97619 0.70350 1.1 -1.4 -0.3 0.000
C 7.43259 2.25736 0.53281 -0.1 1.7 -0.1 0.000
C 7.84416 2.99509 1.89256 1.5 -0.1 0.4 0.000
O 6.88003 2.89432 2.96498 0.3 -0.9 -0.6 0.000
C 6.54668 1.50937 3.20765 -1.2 -0.4 -0.4 0.000
C 5.80444 0.97027 1.89410 -0.4 -0.1 0.9 0.000
O 2.53498 -2.89677 -3.58823 -0.5 2.3 1.6 0.000
Si 2.85701 -1.25604 -3.99855 0.9 -1.3 1.1 0.000
P 1.26064 -0.26008 -5.15549 -2.5 1.7 -2.0 0.000
O -0.08510 0.08391 -4.13705 1.6 0.1 -0.3 0.000
O 1.89644 1.30626 -5.56924 0.8 -2.0 1.8 0.000
H 0.17958 -2.56288 -0.42075 0.8 0.8 -1.2 0.000
H -0.17293 -1.89653 -2.08012 1.2 0.0 1.1 0.000
H 1.58045 -4.50128 -1.84371 -0.2 0.2 -0.2 0.000
H 3.57431 -2.34523 0.08118 0.2 -0.9 -1.1 0.000
H 3.66582 -4.14562 -0.19120 -0.5 1.4 -0.9 0.000
H 4.93563 -3.29686 -2.64891 0.1 0.5 1.4 0.000
H 5.73204 -3.85722 -1.10148 -0.8 1.4 -0.7 0.000
H 5.85311 -1.05413 -2.30442 0.1 -0.7 1.6 0.000
H 4.89373 -0.87584 -0.76313 0.8 -1.0 -0.6 0.000
H 6.74406 2.97030 -0.05327 0.8 -1.1 0.9 0.000
H 8.35860 2.12516 -0.11737 -1.2 0.0 1.0 0.000
H 8.05362 4.11334 1.74230 -0.6 -1.6 -0.1 0.000
H 8.82993 2.56270 2.30535 -1.4 0.4 -0.8 0.000
H 7.42803 0.85268 3.49751 -0.8 1.0 -0.5 0.000
H 5.80085 1.47296 4.07215 1.0 0.2 -1.2 0.000
H 4.89987 1.65474 1.69813 1.4 -1.0 0.2 0.000
H 5.44696 -0.09600 2.06433 0.3 1.3 -0.3 0.000
H 4.06495 -1.25426 -4.85392 -0.3 0.0 -0.3 0.000
H 3.23101 -0.43222 -2.81966 0.0 -0.2 0.2 0.000
H -0.68205 0.73164 -4.56051 0.5 -0.5 0.1 0.000
H 2.70152 1.43174 -5.01098 -0.9 0.5 -0.6 0.000
C -3.07047 -4.68136 -2.46747 -0.3 0.3 0.1 0.001
C -2.52746 -5.87841 -1.64769 -0.1 0.6 -2.1 0.024
C -3.54459 -7.04078 -1.63342 -0.1 -0.1 0.4 0.014
C -4.72186 -6.81169 -0.69830 0.0 0.0 0.0 0.001
C -4.21968 -6.50027 0.70638 0.0 -0.3 -0.3 0.013
C -3.24253 -5.30854 0.73952 -1.3 1.4 1.2 0.023
N -2.14327 -5.42236 -0.27537 1.2 -3.8 1.3 0.323
O -1.24125 -6.31211 0.20766 -0.9 1.9 -0.7 0.595
C -4.04726 -4.00298 0.52732 -0.2 0.1 -0.3 0.001
C -2.70060 -5.16549 2.18453 0.7 -0.3 -0.3 -0.001
C -1.31485 -6.35407 -2.49449 0.3 -0.2 0.7 -0.001
H -2.25380 -4.08831 -2.89028 0.0 -0.1 0.1 0.000
H -3.68535 -5.02904 -3.30326 0.2 -0.1 0.1 0.000
H -3.68212 -3.98128 -1.90920 -0.1 -0.1 0.1 0.000
H -3.04115 -7.96547 -1.32812 0.1 0.2 0.1 0.002
H -3.91946 -7.22576 -2.64538 0.2 0.2 0.0 0.001
H -5.35876 -6.00586 -1.07855 0.0 0.0 0.1 0.000
H -5.34593 -7.71007 -0.67255 0.0 0.1 0.0 0.001
H -5.07933 -6.30083 1.35647 0.2 0.2 0.0 0.001
H -3.73468 -7.39611 1.11162 0.1 0.1 0.0 0.002
H -3.38117 -3.15338 0.35626 0.0 -0.1 -0.1 0.001
H -4.65266 -3.76386 1.40592 0.2 -0.2 0.0 -0.001
H -4.76125 -4.06454 -0.29377 0.1 0.0 0.0 0.000
H -2.21017 -6.07245 2.54365 0.1 0.1 -0.2 -0.001
H -3.51157 -4.95817 2.88678 -0.1 0.0 -0.3 0.000
H -1.98430 -4.33790 2.25319 -0.1 -0.1 -0.1 0.000
H -0.51884 -5.60425 -2.50450 -0.1 -0.1 0.1 0.000
H -1.61677 -6.52728 -3.53189 -0.3 0.2 0.2 0.000
H -0.89173 -7.29464 -2.13382 -0.1 0.2 0.1 -0.001
C 5.17208 6.48081 0.68229 -0.3 0.0 0.3 0.001
C 6.33558 7.32348 0.10039 -0.5 -2.1 0.3 0.024
C 7.47059 7.48562 1.13494 0.1 0.4 0.1 0.014
C 7.16341 8.49564 2.22907 0.0 0.0 0.0 0.001
C 6.78576 9.83583 1.60993 0.3 -0.3 0.0 0.013
C 5.61619 9.72274 0.61065 -1.5 1.2 1.1 0.023
N 5.81262 8.63228 -0.40103 3.8 1.4 -1.2 0.324
O 6.69491 9.09403 -1.32051 -1.9 -0.8 1.0 0.594
C 4.30540 9.50016 1.40492 -0.1 -0.3 0.2 0.001
C 5.40470 11.10913 -0.04935 0.3 -0.3 -0.7 -0.001
C 6.88903 6.41058 -1.02742 0.1 0.7 -0.4 -0.001
H 4.62358 5.96144 -0.10903 0.1 0.1 0.0 0.000
H 5.54819 5.71618 1.36961 0.1 0.1 -0.1 0.000
H 4.42649 7.04381 1.23231 0.1 0.1 0.1 0.000
H 8.38855 7.80309 0.62655 -0.2 0.0 -0.2 0.002
H 7.70328 6.51905 1.59368 -0.2 0.0 -0.2 0.001
H 6.36590 8.12136 2.87933 0.0 0.0 -0.1 0.000
H 8.04436 8.62185 2.86553 -0.1 0.0 0.0 0.001
H 6.53079 10.53952 2.41077 -0.2 0.0 -0.2 0.001
H 7.66837 10.25216 1.11047 -0.1 -0.1 -0.1 0.002
H 3.48204 9.22822 0.74011 0.1 0.0 0.0 0.001
H 4.00700 10.41119 1.93133 0.2 0.0 -0.2 0.000
H 4.39554 8.74334 2.18431 0.0 -0.1 -0.1 0.000
H 6.30118 11.47979 -0.55010 -0.1 -0.2 -0.1 -0.001
H 5.13927 11.86095 0.69794 0.0 -0.3 0.1 0.000
H 4.59171 11.07211 -0.78420 0.2 0.0 0.1 0.000
H 6.16215 6.29071 -1.83539 0.0 0.1 0.1 0.000
H 7.11142 5.41400 -0.63305 -0.2 0.2 0.2 0.000
H 7.81832 6.78913 -1.45989 -0.2 0.1 0.0 -0.001
C -9.28292 -1.27024 -0.99605 -0.3 0.3 0.1 0.001
C -8.73679 -2.46970 -0.18219 -0.1 0.6 -1.9 0.024
C -9.75804 -3.62890 -0.15773 -0.1 -0.1 0.4 0.014
C -10.92486 -3.39776 0.78869 0.0 0.0 0.0 0.001
C -10.40947 -3.08941 2.18841 0.0 -0.3 -0.3 0.013
C -9.42878 -1.90075 2.21483 -1.2 1.4 1.2 0.023
N -8.33729 -2.01619 1.19112 1.3 -4.0 1.3 0.326
O -7.43316 -2.91259 1.67481 -1.1 2.0 -0.9 0.592
C -10.23159 -0.59215 2.01073 -0.2 0.1 -0.3 0.001
C -8.87358 -1.76059 3.65517 0.7 -0.3 -0.3 -0.001
C -7.53645 -2.94962 -1.04408 0.3 -0.2 0.7 -0.001
H -8.46836 -0.68059 -1.42653 0.0 -0.1 0.1 0.000
H -9.90757 -1.61514 -1.82572 0.2 -0.1 0.1 0.000
H -9.88592 -0.56797 -0.43165 -0.1 -0.1 0.1 0.000
H -9.25430 -4.55550 0.14162 0.1 0.2 0.1 0.002
H -10.14399 -3.81167 -1.16585 0.2 0.2 0.0 0.001
H -11.56286 -2.58995 0.41526 0.0 0.0 0.0 0.000
H -11.55109 -4.29439 0.81945 0.0 0.1 0.0 0.001
H -11.26304 -2.88845 2.84598 0.2 0.2 0.0 0.001
H -9.92341 -3.98687 2.58855 0.1 0.1 0.0 0.002
H -9.56596 0.25638 1.83533 0.0 -0.1 0.0 0.001
H -10.82763 -0.35623 2.89674 0.2 -0.2 0.0 0.000
H -10.95297 -0.65036 1.19549 0.1 0.0 0.0 0.000
H -8.38260 -2.66922 4.00894 0.1 0.1 -0.2 -0.001
H -9.67766 -1.55174 4.36497 -0.1 0.0 -0.3 0.000
H -8.15446 -0.93524 3.71815 -0.1 -0.2 -0.1 0.000
H -6.73622 -2.20451 -1.06528 -0.1 0.0 0.1 0.000
H -7.85365 -3.12201 -2.07709 -0.2 0.2 0.2 0.000
H -7.11502 -3.89244 -0.68619 -0.1 0.1 0.1 0.000